Record 1
# C28H36Cl24N3O5PS2

A structure of composition C28H36Cl24N3O5PS2 (ωB97M-V/def2-TZVPD, the OMol25 dataset).

Structure (XYZ):
```
99
Properties=species:S:1:pos:R:3:forces:R:3:lowdin_charge:R:1
C -0.4024 -1.7328 2.4430 -0.515 0.355 -0.384 -0.106
C -1.2163 -1.1577 1.2851 0.266 0.166 -0.308 -0.259
C -1.1091 -1.9869 0.0054 -0.548 -0.149 0.227 -0.202
C -2.2004 -1.6383 -0.9910 0.097 -0.002 -0.059 -0.201
N -2.1367 -0.2041 -1.3384 -0.512 -0.420 0.035 0.034
C -3.0345 0.1407 -2.3905 0.034 0.218 0.509 -0.150
C -4.3396 0.7043 -2.0901 0.150 -0.012 0.061 -0.126
C -4.6632 0.9944 -0.6383 0.429 -0.117 -0.151 -0.143
C -3.8566 2.1636 -0.0308 -0.484 0.123 -0.085 -0.131
C -3.9091 3.5001 -0.7624 0.514 0.280 0.190 -0.275
O -4.7670 4.3832 -0.0700 -0.060 -0.042 -0.064 -0.252
C -4.5087 5.7450 -0.3484 -0.054 -0.194 0.030 -0.109
C -5.2284 0.9505 -3.1071 -0.348 -0.177 -0.396 -0.179
P -6.9012 1.5580 -2.7736 -0.087 1.497 0.722 0.218
O -7.7004 1.5920 -4.1519 0.147 -0.790 -0.003 -0.263
O -7.6248 0.4238 -1.8818 -0.054 -0.389 -0.358 -0.198
S -7.0006 3.2444 -1.8648 0.007 -0.215 -0.115 0.427
C -4.8098 0.6694 -4.4484 -0.001 -0.073 -0.208 -0.326
N -5.5222 0.8150 -5.5728 -0.147 0.082 0.055 -0.249
S -4.5946 0.3661 -6.7840 0.119 -0.007 -0.124 1.025
N -3.2550 -0.0404 -6.0087 -0.009 -0.010 -0.077 -0.225
C -3.4992 0.1664 -4.7110 -0.077 0.051 0.126 -0.307
C -2.5943 -0.0942 -3.6520 0.149 -0.335 -0.292 -0.108
C -1.2092 -0.5929 -3.9716 -0.281 0.974 -0.226 -0.113
C -0.1713 0.5504 -3.8569 0.656 -0.326 0.019 -0.157
C 0.6654 0.5449 -2.5607 -0.318 0.056 0.152 -0.181
C 0.3885 1.7191 -1.6046 0.284 -0.364 0.097 -0.203
C 1.5066 2.7641 -1.5540 -0.583 0.267 0.415 -0.169
C 2.6207 2.4163 -0.5769 0.198 0.068 -0.505 -0.163
O 3.7053 1.7150 -1.2318 0.048 0.052 0.342 -0.036
C 4.9146 2.3338 -1.0861 0.542 -0.314 0.440 -0.530
C 5.0738 3.6815 -1.7449 -0.110 -0.057 -0.177 0.014
O 5.8156 1.8059 -0.4889 -0.466 0.111 -0.440 0.125
H -0.3264 -0.9880 3.2314 0.090 -0.115 0.179 0.038
H -0.9160 -2.6121 2.8284 0.250 -0.167 0.109 0.081
H 0.5933 -1.9849 2.0840 0.041 -0.109 0.214 0.013
H -0.8690 -0.1426 1.0704 -0.020 0.058 0.042 0.095
H -2.2749 -1.0755 1.5513 -0.025 -0.005 0.150 0.111
H -1.2416 -3.0379 0.2780 0.172 -0.099 -0.093 0.120
H -0.1371 -1.8687 -0.4728 0.112 -0.013 0.102 0.077
H -3.1851 -1.8908 -0.5726 -0.028 -0.026 0.074 0.119
H -2.1001 -2.2449 -1.8902 0.047 0.092 -0.086 0.111
H -2.4126 0.2808 -0.5017 0.167 0.203 0.115 0.053
H -5.7260 1.1659 -0.5100 0.025 0.085 0.079 0.068
H -4.4097 0.0965 -0.0681 -0.140 -0.069 0.106 0.112
H -4.2622 2.3502 0.9636 0.086 -0.038 0.098 0.127
H -2.8078 1.9075 0.1009 0.091 -0.125 0.024 0.093
H -4.1973 3.3994 -1.8140 -0.178 -0.028 0.007 0.092
H -2.9022 3.9387 -0.7550 0.072 -0.050 -0.026 0.116
H -5.4563 6.2783 -0.3412 -0.034 0.067 0.054 0.086
H -4.0438 5.8790 -1.3269 -0.026 0.010 -0.086 0.086
H -3.8464 6.1562 0.4182 0.050 0.119 -0.019 0.086
H -8.5307 1.1054 -4.0735 -0.120 0.138 -0.178 0.046
H -7.5814 -0.4571 -2.2798 0.072 -0.056 0.099 0.089
H -1.2376 -0.8808 -5.0186 0.067 -0.436 0.049 0.099
H -0.9283 -1.4239 -3.3323 0.100 -0.122 -0.147 0.100
H 0.5197 0.4337 -4.6928 -0.036 0.058 -0.103 0.105
H -0.6558 1.5172 -3.9938 -0.079 0.037 -0.022 0.115
H 1.7309 0.5269 -2.7902 0.051 0.031 -0.080 0.106
H 0.4520 -0.3852 -2.0352 0.067 -0.021 -0.001 0.077
H -0.5731 2.1841 -1.8233 -0.008 0.030 -0.194 0.097
H 0.2813 1.3120 -0.5958 -0.076 0.075 0.084 0.088
H 1.9180 2.9722 -2.5415 0.084 -0.058 -0.057 0.117
H 1.0631 3.7009 -1.2046 0.036 0.072 -0.007 0.112
H 2.2645 1.7639 0.2191 -0.047 -0.068 0.022 0.126
H 3.0049 3.3173 -0.0962 0.096 0.055 -0.054 0.122
H 4.2446 3.9366 -2.3990 -0.102 0.010 0.071 0.078
H 5.9821 3.6379 -2.3409 0.092 0.057 0.037 0.091
H 5.2037 4.4505 -0.9872 0.027 0.048 0.036 0.092
C 3.4496 -3.6181 1.6418 0.022 -0.018 -0.003 -2.031
Cl 3.3818 -2.6042 3.0855 0.016 0.007 0.040 0.524
Cl 5.1360 -3.8515 1.1720 -0.285 0.264 -0.287 0.498
Cl 2.7150 -5.1849 1.9881 -0.017 -0.017 0.015 0.537
Cl 2.5742 -2.8360 0.3235 0.070 0.015 -0.055 0.554
C -10.8311 3.0216 -6.0686 0.013 0.002 -0.028 -2.055
Cl -11.7854 1.6443 -6.6372 -0.009 -0.012 -0.001 0.516
Cl -11.6719 4.5219 -6.4647 -0.011 0.005 0.002 0.528
Cl -10.6264 2.9102 -4.3176 -0.070 0.048 0.038 0.550
Cl -9.2507 3.0025 -6.8483 0.006 -0.007 0.003 0.541
C 8.3478 -6.4010 3.4542 0.032 0.052 -0.031 -2.034
Cl 7.1923 -5.3515 2.6225 0.265 -0.280 0.286 0.484
Cl 9.0488 -7.5413 2.3028 0.003 0.004 0.002 0.534
Cl 9.6367 -5.4162 4.1656 0.008 0.009 0.009 0.505
Cl 7.5177 -7.2819 4.7359 -0.114 -0.143 -0.265 0.504
C 1.2853 1.3370 5.8336 0.001 -0.001 0.011 -2.062
Cl 0.1483 2.4266 5.0320 -0.015 0.009 -0.011 0.519
Cl 1.9419 0.2064 4.6463 0.044 0.007 -0.027 0.511
Cl 2.5987 2.2744 6.5468 0.005 0.006 0.001 0.530
Cl 0.4453 0.4375 7.0988 -0.007 -0.005 0.005 0.527
C 12.7985 -3.7749 7.0014 0.018 -0.020 -0.010 -2.060
Cl 13.5198 -3.0129 8.4212 0.000 0.005 0.004 0.526
Cl 12.0009 -2.5465 6.0122 -0.007 0.012 -0.014 0.520
Cl 14.0597 -4.5649 6.0502 0.008 -0.004 -0.005 0.524
Cl 11.6054 -4.9710 7.5107 0.095 0.050 -0.002 0.488
C 7.9391 -6.7265 8.9929 0.000 0.009 0.013 -2.046
Cl 7.5369 -5.4482 10.1423 -0.003 0.003 0.000 0.531
Cl 9.1759 -7.7777 9.6894 0.011 -0.009 0.007 0.528
Cl 6.4899 -7.6767 8.6379 -0.007 -0.010 -0.002 0.522
Cl 8.5478 -6.0162 7.4995 -0.032 0.074 0.259 0.460
```
Positions in Å, forces in eV/Å.

Calculated values
E_LUMO: -0.68 eV
ΔE to the lowest compared entry with this formula, charge and spin: 0.0000 eV
orbital gap: 7.717 eV
spin multiplicity: 1
calculated total energy: -375824.554 eV
molecular weight: 1440.592 g mol⁻¹



Record 2
# C22H14N2NdO4S

A structure of composition C22H14N2NdO4S (ωB97M-V/def2-TZVPD, the OMol25 dataset).

Structure (XYZ):
```
44
Properties=species:S:1:pos:R:3:forces:R:3:lowdin_charge:R:1
Nd 0.0708 0.0322 -0.0035 3.983 -0.434 0.431 1.604
C -4.3071 1.7446 1.3656 0.147 0.205 -0.001 -0.108
C -4.9793 0.5323 1.3289 -0.134 0.085 0.046 -0.114
C -4.3141 -0.6181 0.9705 0.140 -0.127 -0.052 -0.077
C -2.9406 -0.6055 0.6328 -0.832 -0.154 0.170 -0.227
C -2.2528 0.6264 0.6701 -0.174 -0.717 -0.092 -0.243
C -2.9608 1.7741 1.0375 -0.209 -0.116 0.042 -0.147
C -2.3328 -1.9565 0.2482 -0.334 -0.237 0.028 -0.200
C -3.1839 -3.1074 0.2613 -0.014 0.079 0.025 -0.016
C -2.7204 -4.3327 -0.0716 0.017 -0.130 -0.030 -0.010
C -1.3739 -4.5121 -0.4445 0.195 0.124 -0.030 -0.167
C -0.8258 -5.7625 -0.8062 -0.091 0.019 0.025 -0.055
C 0.4875 -5.8535 -1.1560 0.238 0.047 -0.051 -0.092
C 1.3037 -4.6984 -1.1570 -0.063 -0.261 -0.033 -0.070
C 0.8071 -3.4753 -0.8130 -0.059 0.276 0.060 -0.015
C -0.5585 -3.3595 -0.4473 -0.071 -0.152 -0.004 -0.188
N -1.0606 -2.1235 -0.1024 -1.040 -0.327 0.160 -0.008
H -4.8353 2.6495 1.6478 0.022 0.004 -0.007 0.093
H -6.0314 0.4797 1.5800 -0.024 0.006 0.007 0.093
H -4.9119 -1.5133 0.9666 -0.047 -0.071 0.002 0.075
H -2.4306 2.7214 1.0655 -0.031 0.037 0.013 0.084
H -4.2162 -3.0326 0.5345 -0.113 0.054 0.042 0.083
H -3.3937 -5.1824 -0.0516 0.038 -0.054 -0.019 0.117
H -1.4570 -6.6432 -0.8030 -0.065 0.022 0.021 0.106
H 0.9046 -6.8136 -1.4329 0.039 0.002 -0.009 0.096
H 2.3468 -4.7773 -1.4344 0.020 -0.043 -0.011 0.104
H 1.4283 -2.5655 -0.8051 -0.089 0.004 0.041 0.044
O 1.8823 -0.7198 -0.5580 -2.084 0.363 0.800 -0.756
O 3.9641 4.9550 -1.7141 0.144 0.012 -0.042 -0.317
S 2.5476 4.7518 -1.8456 -0.084 -0.020 0.245 0.619
O 1.7654 5.8623 -2.3196 -0.063 0.080 -0.097 -0.322
N 1.9151 4.1506 -0.4659 0.008 -0.063 -0.014 -0.019
C 1.4608 2.9373 -0.6535 -0.196 -0.677 -0.237 -0.510
O 0.9029 2.1697 0.1831 0.170 1.306 0.172 -0.190
C 1.6164 2.3993 -2.0559 0.127 0.282 -0.050 -0.132
C 1.2338 1.1720 -2.5674 -0.378 0.438 -0.017 -0.060
C 1.4859 0.9140 -3.9040 -0.019 -0.136 -0.055 -0.057
C 2.1178 1.8588 -4.7059 0.051 0.036 -0.075 -0.079
C 2.5028 3.0930 -4.1948 -0.021 -0.033 0.017 -0.040
C 2.2332 3.3257 -2.8626 0.076 0.096 -0.010 -0.215
H 0.7598 0.4199 -1.9437 0.804 0.191 -1.350 -0.003
H 1.2016 -0.0421 -4.3233 0.001 -0.014 -0.021 0.108
H 2.3091 1.6254 -5.7455 0.010 0.004 -0.021 0.098
H 2.9894 3.8384 -4.8090 0.006 -0.006 -0.020 0.115
```
Positions in Å, forces in eV/Å.

Calculated values
E_LUMO (alpha / beta): 1.91 / 1.91 eV
ΔE to the lowest compared entry with this formula, charge and spin: 0.0000 eV
orbital gap (alpha / beta): 6.213 / 6.260 eV
spin multiplicity: 4
calculated total energy: -60324.301 eV
molecular weight: 546.671 g mol⁻¹
charge: -1



Record 3
# C5H13N3

A structure of composition C5H13N3 (ωB97M-V/def2-TZVPD, the OMol25 dataset).

Structure (XYZ):
```
21
Properties=species:S:1:pos:R:3:forces:R:3:lowdin_charge:R:1
C 0.9608 -0.4369 0.2780 1.029 1.066 -1.023 -0.387
C -0.4410 0.5161 -1.0542 0.603 -1.373 1.069 -0.067
C 1.4554 0.7886 1.0397 -0.226 -0.087 -0.126 -0.127
C 1.9210 -0.8987 -0.8142 -0.038 0.063 0.117 -0.135
N -1.5050 1.1552 -0.5293 0.040 0.464 0.235 -0.016
N -1.5885 -1.0785 1.0861 2.000 0.012 -0.966 -0.060
C -2.6875 0.5197 -0.0933 0.028 -0.706 0.391 -0.241
N -2.7227 -0.5881 0.5639 -0.186 0.883 -0.452 -0.085
H -1.4671 2.1653 -0.4786 0.010 -0.222 0.117 0.137
H 0.9805 -1.2429 1.0265 -0.530 -0.083 -0.123 0.107
H -0.4407 -0.8997 0.4930 -2.886 -0.078 1.210 0.094
H -1.7856 -2.0188 1.4196 0.205 0.164 -0.144 0.055
H 0.3045 1.1579 -1.5029 0.063 -0.092 0.049 0.101
H -0.6564 -0.4159 -1.5584 -0.024 0.066 -0.170 0.105
H -3.6122 1.0322 -0.3163 -0.025 -0.090 -0.117 0.094
H 1.7073 1.6129 0.3677 -0.040 0.024 -0.041 0.067
H 2.3530 0.5678 1.6228 0.013 -0.038 0.027 0.072
H 0.6877 1.1353 1.7353 -0.004 0.036 0.006 0.072
H 2.1431 -0.1069 -1.5349 -0.035 -0.010 -0.008 0.065
H 2.8789 -1.2126 -0.3878 -0.008 -0.008 -0.020 0.075
H 1.5147 -1.7521 -1.3624 0.011 0.009 -0.032 0.074
```
Positions in Å, forces in eV/Å.

Calculated values
E_LUMO: 0.78 eV
ΔE to the lowest compared entry with this formula, charge and spin: 4.6406 eV
orbital gap: 8.501 eV
spin multiplicity: 1
calculated total energy: -9861.726 eV
molecular weight: 115.180 g mol⁻¹